[1]
ORCA calculation (wB97M-V/def2-TZVPD) on one molecule with the formula C9H18N2O in a non-equilibrium geometry.

The geometry in XYZ format:
```
30
Properties=species:S:1:pos:R:3:forces:R:3
O 2.427 -0.945 -0.531 0.144 -0.641 0.520
N 0.203 1.439 -0.557 -2.275 2.077 -0.653
N -0.222 0.175 -0.445 1.983 0.526 -0.462
C -2.477 0.312 -1.119 0.348 -2.108 1.190
C 2.049 0.533 1.232 1.047 2.652 1.194
C 1.820 -2.117 -1.060 0.117 -1.209 1.899
C 2.041 -0.694 0.753 1.483 -1.085 -0.904
C -1.644 -1.557 0.348 1.668 -0.500 1.476
C -1.514 -0.061 0.071 -0.368 0.898 -1.400
C 1.704 1.645 -0.877 -3.997 3.349 0.890
C 2.113 1.709 0.489 1.660 -0.705 2.098
C -1.844 0.837 1.252 0.459 -1.536 1.966
H 2.084 0.711 2.298 -0.297 -0.536 0.249
H -2.131 1.786 0.940 -0.859 1.723 -0.789
H 0.769 -1.812 -1.118 -0.009 -0.996 -0.161
H -0.902 1.055 1.819 -0.866 -0.695 0.130
H 1.871 0.753 -1.360 1.263 -1.158 -1.625
H 2.244 -2.362 -2.018 0.211 0.217 -0.406
H -2.504 1.330 -1.381 0.076 1.351 0.003
H -2.154 -0.258 -1.974 -0.002 -0.229 -0.430
H 2.069 -3.032 -0.344 -0.901 1.731 -1.345
H 1.938 2.585 1.090 0.259 0.590 -0.334
H -1.001 -2.031 1.240 -1.191 1.306 -2.143
H -1.653 -2.189 -0.535 0.932 0.093 -0.301
H -0.294 2.256 -0.027 1.253 -2.112 -1.190
H -3.428 -0.053 -0.788 -1.030 0.072 -0.228
H 2.002 -1.477 1.453 -0.222 -1.536 0.366
H -2.640 -1.637 0.603 -2.330 -0.485 1.284
H 1.764 2.666 -1.349 0.192 -1.464 -0.281
H -2.690 0.433 1.894 1.254 0.410 -0.612
```
Positions in Å, forces in eV/Å.

## Properties
Total charge   0
<S²>   2.033
Energy above the lowest of the compared OMol25 structures with the same formula, charge and spin   1.0037 eV
Largest force on an atom   5.29 eV/Å
HOMO-LUMO gap (alpha / beta)   6.57 / 8.63 eV
2S+1   3
HOMO (alpha / beta)   -0.2098 / -0.3256 hartree



[2]
ORCA calculation (wB97M-V/def2-TZVPD) on one molecule with the formula C9H18N2O3 in a non-equilibrium geometry.

The geometry in XYZ format:
```
32
Properties=species:S:1:pos:R:3:forces:R:3
O -0.709 -1.610 1.674 2.744 -0.681 1.725
O 3.372 1.122 -1.389 -0.941 -0.543 0.654
O 2.970 -1.152 -1.130 0.644 0.978 -0.527
N -1.210 -1.600 -0.886 1.149 -3.936 -0.723
N 1.365 -0.659 0.965 0.689 -3.060 1.099
C -3.357 -0.209 -0.550 -0.442 1.271 -0.343
C 2.821 0.007 -0.826 0.565 -1.005 -0.478
C 2.847 1.302 1.260 1.923 1.738 -3.135
C 1.995 0.401 0.323 0.205 1.822 0.114
C -4.382 0.897 -1.013 -0.008 -0.584 0.442
C -2.160 0.287 0.316 -1.179 2.003 0.329
C 0.019 -0.898 0.991 -3.089 0.325 -1.229
C -2.063 1.845 0.691 1.022 -1.057 -1.828
C -0.941 -0.392 -0.140 5.535 1.280 -4.033
H -5.264 0.412 -1.515 1.045 0.513 0.003
H 2.862 2.260 0.669 0.049 -0.544 1.157
H -4.815 1.245 -0.070 -0.027 0.509 -0.151
H 2.053 -1.438 1.040 -1.371 0.343 0.660
H -2.855 -0.794 -1.356 -1.302 0.636 0.446
H -2.085 -0.119 1.298 -1.642 -0.503 1.057
H -1.270 -2.403 -0.203 -0.140 1.093 -1.317
H -2.842 2.074 1.343 -0.991 -0.138 1.987
H 1.205 0.998 -0.122 0.013 0.704 0.274
H 2.363 1.401 2.130 -2.298 0.725 3.112
H -3.976 -0.876 0.058 0.268 -0.303 -0.200
H -3.989 1.784 -1.581 -0.308 -1.094 0.391
H -1.059 1.992 1.145 -0.733 0.358 -0.183
H -0.625 -1.939 -1.738 -0.993 1.486 2.397
H 3.914 1.205 1.625 -0.891 -1.132 -1.255
H -0.268 0.145 -0.919 -1.380 0.150 1.034
H 4.161 0.923 -1.868 0.836 -0.547 -0.912
H -2.337 2.638 -0.035 1.048 -0.807 -0.567
```
Positions in Å, forces in eV/Å.

## Properties
Total charge   0
Energy above the lowest of the compared OMol25 structures with the same formula, charge and spin   3.9258 eV
Structure (SMILES)   CC[C@H](C)[C@H](N)C(=O)N[C@@H](C)C(=O)O
Largest force on an atom   6.97 eV/Å
HOMO-LUMO gap   9.09 eV
HOMO   -0.3186 hartree



[3]
ORCA calculation (wB97M-V/def2-TZVPD) on C9H18N2O3S as an isolated structure in a non-equilibrium geometry.

The geometry in XYZ format:
```
33
Properties=species:S:1:pos:R:3:forces:R:3
S -1.318 -2.664 2.688 -0.455 -0.185 -0.691
O -2.396 0.110 2.280 -2.677 0.181 1.338
O 1.263 2.643 -1.389 2.048 1.832 -2.464
O -1.025 3.022 -1.031 -0.601 2.529 -1.317
N 0.717 0.725 3.012 5.455 8.066 1.190
N -1.247 1.115 0.657 1.728 0.065 -1.036
C 1.179 -0.647 -1.849 -1.531 0.229 -3.376
C 0.016 -1.531 3.225 1.226 0.512 -0.589
C 0.019 2.490 -0.954 0.757 -4.496 2.325
C -1.378 0.351 1.728 3.414 -0.859 1.083
C 1.395 -2.176 -2.174 -0.595 -0.091 -1.452
C -0.009 1.023 -0.169 -2.929 3.308 -3.143
C -1.289 0.372 -2.510 -0.721 1.187 -0.996
C 0.037 -0.200 2.280 -1.054 -4.435 -1.942
C -0.249 -0.088 -1.373 -0.354 -0.181 4.416
H -0.227 -1.209 4.274 0.741 -0.336 -1.040
H 1.646 3.264 -2.154 -2.220 -1.385 2.366
H 1.450 -2.906 -1.353 -1.255 0.508 0.221
H -0.812 -0.796 -0.493 1.281 0.774 -3.356
H 0.537 -0.614 1.330 -0.431 0.518 1.334
H -0.753 0.938 -3.488 -1.233 -1.651 2.797
H 0.762 0.935 0.539 1.465 -0.298 -0.152
H 0.672 -2.483 -3.043 1.334 0.182 1.868
H -2.317 -1.748 2.245 1.568 -1.056 0.895
H -1.653 -0.653 -2.818 -0.072 1.479 -0.279
H 1.299 -0.080 -2.921 0.202 -1.239 2.558
H 2.432 -2.385 -2.509 -0.443 0.865 -0.552
H -2.348 1.171 -2.253 3.640 -2.828 -0.289
H 1.978 -0.353 -1.205 0.279 0.614 0.550
H 1.246 -2.088 3.150 -4.147 1.629 0.293
H 1.934 0.801 2.897 -4.876 -0.689 0.193
H -1.998 1.739 0.448 -0.316 0.163 -0.632
H 0.434 1.921 2.932 0.774 -4.914 -0.118
```
Positions in Å, forces in eV/Å.

## Properties
Total charge   0
Energy above the lowest of the compared OMol25 structures with the same formula, charge and spin   7.7038 eV
Largest force on an atom   9.81 eV/Å
HOMO-LUMO gap   8.44 eV
HOMO   -0.3081 hartree



[4]
ORCA calculation (wB97M-V/def2-TZVPD) on C9H18N2O3S as an isolated structure in a non-equilibrium geometry.

The geometry in XYZ format:
```
33
Properties=species:S:1:pos:R:3:forces:R:3
S 2.929 1.057 -3.767 -1.071 1.057 -0.766
O 0.460 1.318 3.491 -1.259 -0.964 -2.810
O 1.631 -0.616 2.631 -4.400 4.294 1.898
O 0.844 1.572 -1.236 1.682 -1.151 1.290
N 2.024 -1.759 -1.110 1.593 -2.015 -1.898
N 1.036 -0.090 0.321 -1.532 -0.353 2.401
C 2.300 -0.420 -1.769 -1.774 0.049 3.266
C -2.218 0.401 2.427 2.625 0.537 -1.711
C 0.758 0.345 2.597 5.492 -1.348 -0.209
C -1.575 -0.072 -0.214 -1.075 -0.762 -2.373
C 1.782 -0.180 -3.198 -0.155 -4.711 -0.848
C 0.172 0.686 1.297 0.971 -4.078 -0.949
C -3.264 -0.172 -0.219 0.878 0.201 -2.194
C 1.359 0.505 -0.769 0.005 1.233 -4.999
C -1.101 -0.057 1.280 -3.868 1.544 0.000
H -3.770 -1.244 0.392 1.604 3.721 -2.117
H -1.080 0.871 -1.171 -1.811 -2.533 3.738
H -3.767 0.910 -0.005 1.204 -2.926 0.302
H 0.930 1.207 4.260 1.872 -0.620 3.211
H 1.091 -1.183 0.337 0.687 2.852 0.155
H 1.835 -1.243 -3.909 0.453 2.953 2.032
H -3.342 -0.158 -1.400 -0.775 -0.877 2.292
H 2.931 -2.352 -1.101 -2.487 0.939 -0.345
H -2.353 1.435 2.306 -0.728 1.567 -0.476
H 1.163 -2.276 -1.533 2.506 1.088 0.543
H 0.659 -0.088 -3.137 1.264 1.003 -0.426
H -0.019 1.644 0.914 0.439 1.641 0.144
H 2.367 1.813 -2.792 0.481 0.537 -0.313
H -3.128 -0.104 2.385 -1.413 -0.898 -0.678
H 3.356 0.010 -1.585 -1.531 -1.503 -0.411
H -1.057 -1.083 -0.746 -1.881 2.497 1.441
H -1.006 -1.047 1.560 0.920 -2.305 0.292
H -1.947 0.369 3.462 1.082 -0.667 0.520
```
Positions in Å, forces in eV/Å.

## Properties
Total charge   0
Energy above the lowest of the compared OMol25 structures with the same formula, charge and spin   7.5992 eV
Largest force on an atom   6.43 eV/Å
HOMO-LUMO gap   9.18 eV
HOMO   -0.3166 hartree



[5]
ORCA calculation (wB97M-V/def2-TZVPD) on a 2-piece molecular cluster, C9H18N3 overall in a non-equilibrium geometry.

The geometry in XYZ format:
```
30
Properties=species:S:1:pos:R:3:forces:R:3
N -3.063 0.520 0.797 -0.265 -0.223 0.275
N 1.093 -0.533 1.166 0.328 0.303 0.064
N 0.667 1.556 0.110 0.273 -0.081 0.228
C -2.064 -1.819 -2.486 0.167 -0.068 -0.006
C -1.279 -0.612 -0.503 3.809 1.691 1.309
C 0.471 -1.745 1.659 -0.431 -0.547 0.206
C 1.544 2.455 0.845 0.283 0.313 0.288
C 2.499 -0.426 1.525 0.513 0.181 0.125
C 0.447 0.316 0.423 -3.566 -2.044 -1.890
C -0.036 2.203 -0.979 -0.372 0.193 -0.621
C -2.242 0.029 0.047 -0.731 0.328 0.569
C -0.909 -1.622 -1.496 -0.263 -0.258 -0.423
H -1.801 -2.604 -3.188 -0.059 -0.080 -0.076
H -0.018 -1.307 -2.044 0.000 -0.023 0.077
H -2.260 -0.908 -3.047 -0.016 0.051 -0.001
H 2.613 -0.176 2.581 0.011 0.028 -0.015
H -0.521 1.464 -1.611 0.088 0.092 0.069
H 0.921 -2.621 1.190 0.050 0.043 -0.015
H -0.598 -1.733 1.462 0.137 0.028 0.040
H -2.970 -2.110 -1.963 -0.145 -0.059 0.012
H 1.027 3.408 0.969 0.004 -0.082 0.002
H 2.462 2.637 0.288 0.057 -0.001 0.007
H 0.627 -1.813 2.736 0.014 0.030 -0.011
H -3.569 1.370 0.596 0.056 0.190 -0.290
H -0.686 -2.575 -1.008 0.089 0.057 -0.011
H 0.678 2.772 -1.575 0.007 -0.037 0.030
H 1.778 2.063 1.828 -0.012 -0.044 0.030
H -0.788 2.892 -0.589 0.053 0.003 0.037
H 3.006 0.314 0.913 -0.030 -0.024 0.007
H 2.969 -1.395 1.353 -0.048 0.037 -0.021
```
Positions in Å, forces in eV/Å.

## Properties
Total charge   +1
Energy above the lowest of the compared OMol25 structures with the same formula, charge and spin   3.0153 eV
Largest force on an atom   4.52 eV/Å
HOMO-LUMO gap   8.58 eV
HOMO   -0.4571 hartree



[6]
ORCA calculation (wB97M-V/def2-TZVPD) on a 2-piece molecular cluster, C9H18N4O6 overall in a non-equilibrium geometry.

The geometry in XYZ format:
```
37
Properties=species:S:1:pos:R:3:forces:R:3
O -2.152 -1.841 -0.038 -2.148 0.044 -2.272
O -4.951 1.965 -0.534 0.996 0.771 -0.442
O 4.662 1.177 2.070 0.594 -0.729 0.040
O -2.727 -1.619 2.070 -0.486 0.616 -1.609
O 3.952 2.884 0.964 1.938 -1.389 1.807
O 1.514 -0.788 -1.863 -1.375 -2.084 1.268
N 4.215 0.442 -1.201 4.282 -2.895 7.670
N -2.922 3.048 -0.900 -3.417 2.491 -0.130
N -4.797 -0.189 1.505 -0.125 0.867 -2.543
N 0.221 -2.284 -0.563 3.878 1.579 -0.260
C 1.415 -1.708 -1.022 0.269 1.982 -0.143
C -2.899 0.778 -0.247 -1.219 -0.477 0.179
C 3.404 -0.899 0.560 0.301 -1.065 -0.617
C -3.731 1.983 -0.634 -0.277 -0.495 0.461
C -3.868 -0.334 0.346 0.187 0.194 2.278
C 3.492 0.546 0.072 -1.086 -0.268 -1.271
C -2.941 -1.352 0.891 0.451 -0.530 2.045
C 2.658 -2.089 -0.307 0.832 3.073 0.371
C 4.138 1.534 1.059 -0.383 -0.329 1.545
H 3.344 -2.424 -1.037 0.831 -0.281 -0.917
H 2.513 -2.867 0.353 -0.334 -1.735 1.629
H 2.445 0.932 -0.111 0.689 -0.249 0.225
H -2.022 2.888 -1.215 1.866 -0.288 -0.531
H 3.424 3.091 0.262 -2.257 1.023 -3.166
H -3.364 3.978 -1.145 0.767 -1.804 0.336
H 4.117 1.225 -1.584 -0.195 8.654 -4.378
H -1.368 -2.010 0.403 2.670 -0.964 1.468
H 3.684 -0.082 -1.706 -3.910 -4.701 -4.064
H -2.261 1.161 0.537 0.530 -0.199 0.269
H 0.216 -3.142 -0.095 0.573 -1.415 0.700
H -4.238 0.007 2.274 1.033 0.237 2.034
H 3.010 -0.890 1.536 -0.681 -0.210 1.277
H -5.354 0.623 1.338 -0.644 0.527 -0.129
H -4.490 -0.672 -0.414 -0.664 -0.881 -1.719
H -0.495 -2.185 -1.173 -2.606 0.461 -2.311
H -2.278 0.388 -1.095 -0.647 0.245 0.812
H 4.433 -1.275 0.642 -0.235 0.223 0.089
```
Positions in Å, forces in eV/Å.

## Properties
Total charge   0
Energy above the lowest of the compared OMol25 structures with the same formula, charge and spin   1.5263 eV
Structure (SMILES)   NC(=O)CC[C@H](N)C(=O)O.NC(=O)C[C@H](N)C(=O)O
Largest force on an atom   9.70 eV/Å
HOMO-LUMO gap   9.82 eV
HOMO   -0.3606 hartree



[7]
ORCA calculation (wB97M-V/def2-TZVPD) on an isolated ion of composition C9H18NO2 and charge +1 in a non-equilibrium geometry.

The geometry in XYZ format:
```
30
Properties=species:S:1:pos:R:3:forces:R:3
O -2.814 -1.568 -0.605 0.483 -0.484 0.181
O -0.681 -2.814 1.033 -0.777 1.827 -0.764
N -1.561 -1.155 -0.327 1.912 2.323 0.282
C -0.605 -1.589 0.411 -1.807 -1.166 0.279
C -0.866 0.445 2.291 2.322 1.992 4.709
C 0.587 -0.591 0.532 -1.211 0.322 -1.563
C 1.928 -1.327 0.354 -0.160 3.148 1.560
C -0.061 1.622 -0.897 -2.501 -1.659 0.529
C 0.543 -0.422 -2.053 1.805 0.172 -2.132
C 0.573 0.295 1.798 0.116 -0.879 1.021
C -1.311 1.824 -1.796 -0.188 1.788 4.058
C 0.259 0.188 -0.755 -0.039 0.812 -1.215
H -1.275 -0.426 2.697 -0.267 -1.688 0.877
H -1.062 1.667 -2.737 0.628 -0.563 -4.364
H -3.036 -2.364 -0.104 0.081 -0.417 0.222
H -1.859 2.748 -1.633 0.934 0.770 -0.173
H -0.232 2.045 0.027 -0.132 1.218 1.910
H -2.030 1.207 -1.426 -2.004 -2.538 0.422
H -1.582 0.729 1.654 -2.188 1.375 -3.239
H 0.638 2.127 -1.447 2.610 1.065 -1.037
H 0.048 0.071 -3.003 0.748 -1.215 2.249
H -0.972 1.256 3.160 0.575 -1.738 -1.699
H 0.327 -1.477 -1.907 0.266 -0.148 -0.990
H 1.251 -0.346 2.546 -1.550 2.092 -1.162
H 1.719 -0.286 -2.295 -2.394 -0.362 0.829
H 0.937 1.355 1.637 0.355 -1.562 0.022
H 0.200 -3.042 1.258 1.374 -0.848 0.754
H 1.710 -2.145 -0.254 0.850 -1.176 -1.597
H 2.663 -0.471 0.072 -0.670 -2.282 0.254
H 2.087 -1.673 1.377 0.828 -0.177 -0.223
```
Positions in Å, forces in eV/Å.

## Properties
Total charge   +1
Energy above the lowest of the compared OMol25 structures with the same formula, charge and spin   5.4695 eV
Largest force on an atom   5.62 eV/Å
HOMO-LUMO gap   8.50 eV
HOMO   -0.5026 hartree



[8]
ORCA calculation (wB97M-V/def2-TZVPD) on an isolated ion of composition C9H18NO3 and charge +1 in a non-equilibrium geometry.

The geometry in XYZ format:
```
31
Properties=species:S:1:pos:R:3:forces:R:3
O 1.517 1.433 1.300 0.704 -1.332 -1.716
O -0.816 -2.211 -1.669 0.579 2.459 1.007
O 3.623 2.175 0.764 -2.886 -4.177 0.300
N -1.835 -0.493 0.517 0.200 0.375 1.121
C 2.873 1.174 0.833 2.581 3.340 -0.180
C -0.640 -1.373 0.770 1.847 -1.901 0.776
C -2.299 -0.412 -0.906 -1.276 -0.300 -2.701
C 0.040 -2.035 -0.517 0.810 -1.297 0.302
C -0.796 1.918 0.299 0.984 0.164 0.777
C -1.577 0.844 1.187 -1.208 2.663 0.527
C 3.389 -0.265 0.377 0.159 -0.142 0.182
C 0.757 1.619 0.066 0.100 1.184 -0.910
C -1.227 -0.840 -2.012 -1.013 -0.718 -0.125
H 0.402 -3.086 -0.201 -0.660 1.705 -0.526
H -2.624 -0.913 1.054 0.779 0.391 -0.560
H -2.625 1.292 1.394 1.602 -0.720 -0.426
H -1.774 -0.887 -3.020 0.740 0.056 1.593
H 0.192 -0.795 1.326 -1.549 -0.628 -0.996
H -1.102 0.729 2.233 -0.539 -0.219 -1.918
H -2.730 0.604 -1.211 0.718 -1.283 1.055
H 0.979 -1.458 -0.812 -1.301 -0.559 0.327
H -0.843 2.913 0.888 -0.001 -1.681 -0.822
H -3.178 -1.156 -1.005 1.548 1.102 0.153
H -0.342 -0.132 -2.138 -1.061 -0.953 0.406
H -1.272 2.148 -0.715 0.579 -0.567 1.456
H 1.201 2.561 -0.440 -0.805 -1.461 0.614
H 4.538 -0.222 0.402 -1.893 0.088 -0.075
H 3.063 -1.123 1.053 0.229 1.322 -0.708
H -0.959 -2.204 1.506 0.307 1.330 -1.332
H 3.076 -0.549 -0.694 0.381 0.756 1.578
H 0.985 0.743 -0.630 -0.655 1.002 0.822
```
Positions in Å, forces in eV/Å.

## Properties
Total charge   +1
Energy above the lowest of the compared OMol25 structures with the same formula, charge and spin   2.4046 eV
Structure (SMILES)   CC(=O)OCCC[NH+]1CCOCC1
Largest force on an atom   5.09 eV/Å
HOMO-LUMO gap   10.21 eV
HOMO   -0.4959 hartree